No. 1
The ion C5H9BrN with charge +1 at a distorted geometry. Source: OMol25; level of theory: wB97M-V/def2-TZVPD.

The calculation puts the highest occupied orbital energy at -13.3 eV.

The geometry in ORCA input format:
```
! wB97M-V def2-TZVPD RIJCOSX def2/J DEFGRID3
* xyz 1 1
C -1.1973 -1.6236 -0.2563
H -0.5607 0.3944 -1.2538
N 1.2412 1.1181 0.4315
C 0.8788 -0.2868 0.3014
H 0.8496 1.7192 1.2563
H -1.5460 -0.5613 1.5069
C 1.9191 1.7276 -0.4575
H 1.9926 2.8250 -0.4845
H 1.5956 -0.7560 -0.3171
C -1.6214 -0.4641 0.4773
H 0.6007 -0.8372 1.3107
Br -3.3952 0.2587 0.0511
C -0.4409 -0.3900 -0.3940
H -0.6252 -2.4786 0.2853
H 2.2199 1.2288 -1.3326
H -1.9108 -1.8743 -1.1248
*
```



No. 2
A structure of composition C2H2ClNS at a distorted geometry. Source: OMol25; level of theory: wB97M-V/def2-TZVPD.

The calculation puts the highest occupied orbital energy (spin up / spin down) at -9.1 / -9.1 eV.

The geometry in ORCA input format:
```
! wB97M-V def2-TZVPD RIJCOSX def2/J DEFGRID3
* xyz 0 1
H 1.2220 0.8256 2.0972
C -0.9187 0.9200 1.1152
S -2.2335 1.3441 2.1652
C 0.1632 1.0431 1.9262
Cl -2.0795 -1.0779 -3.0076
H -1.1014 -0.2910 -2.5728
N -0.8250 0.6307 2.8538
*
```



No. 3
A cluster of 16 separate species, C80H204N12O32 in total at a distorted geometry. Source: OMol25; level of theory: wB97M-V/def2-TZVPD.

The calculation puts the highest occupied orbital energy at -8.0 eV.

The geometry in ORCA input format:
```
! wB97M-V def2-TZVPD RIJCOSX def2/J DEFGRID3
* xyz 0 1
C -28.2570 -15.3250 -1.2116
N -27.5430 -23.4457 -1.7114
H -32.5399 -14.8563 -5.4178
C -23.4857 -12.9320 -7.3711
O -20.9517 -11.6798 -3.5628
H -30.1996 -12.2015 -8.1350
C -21.3620 -12.7271 -8.1912
O -18.0413 -21.3953 -3.5464
C -17.0163 -18.7593 -4.0627
H -22.6093 -20.3424 -9.7696
N -26.3109 -23.7344 -4.5212
H -25.4457 -19.2594 -7.1794
C -29.2578 -20.4756 -8.5582
H -22.9476 -18.5639 -11.8572
C -23.6548 -21.7675 0.6706
H -23.9219 -20.0434 -12.4864
H -23.2569 -19.6057 -5.9583
H -23.6701 -23.9184 -4.7105
C -27.8671 -21.8554 3.8969
H -19.7859 -20.4817 -3.4414
H -28.9383 -18.5473 -8.9415
C -16.3086 -15.2307 -3.9927
C -31.0251 -13.7008 -6.1671
H -26.2257 -17.7268 -2.0353
H -26.2328 -23.3257 -8.5195
H -29.5034 -26.3684 -2.6225
N -23.1123 -12.9538 -4.9122
H -27.1866 -20.8286 -0.9635
O -29.3519 -21.3386 -6.2051
C -23.9059 -19.1141 -11.8936
H -28.4576 -25.7547 -6.2049
H -30.3230 -20.2885 -8.5821
H -22.8560 -16.8781 3.7773
H -27.4425 -12.2292 1.7582
C -27.1673 -24.1860 -5.6812
H -30.7699 -26.0784 -3.9362
H -20.8670 -13.9770 -3.6662
H -22.6833 -23.1860 -1.5146
H -32.8369 -19.0625 -5.0496
C -31.5620 -16.7723 -3.1206
O -29.8390 -17.5079 -11.2379
C -23.4398 -18.6588 -5.3662
H -28.7292 -17.8692 1.7229
H -20.5683 -16.8024 -10.5226
C -33.2442 -19.1966 -10.4730
H -29.0313 -15.7894 -10.4777
H -26.4626 -24.6233 -6.4217
H -23.6134 -19.8947 -3.5159
H -20.4374 -13.2479 -8.4135
H -24.5224 -21.3293 0.1011
H -24.2430 -16.8477 -5.9029
H -18.1510 -20.3490 -6.1145
H -22.3277 -10.1383 -3.2251
H -25.9753 -21.9121 -5.6170
H -31.4838 -15.1378 -1.9117
H -21.6413 -21.8073 -1.9140
H -27.3345 -26.1860 -4.9474
H -16.1710 -19.1332 -4.6154
H -27.7781 -11.2273 -5.1962
C -28.2539 -21.0752 -1.3088
H -22.8862 -19.3965 1.1405
C -23.6370 -20.4210 -9.8432
H -19.6106 -19.0400 -1.4988
C -25.4752 -22.6701 -4.9643
C -26.4713 -18.5906 -14.3914
H -25.4908 -14.2777 -1.3271
C -31.8894 -15.2969 -2.9043
C -26.8908 -19.0520 1.7334
H -34.0407 -17.8539 -11.8016
H -30.2514 -14.4844 -6.2883
H -21.0922 -11.8556 -7.5226
H -25.9098 -15.8830 4.0837
C -20.7603 -15.9026 -4.8026
O -26.4669 -26.0172 -1.6570
H -33.3538 -18.5467 -7.8011
C -28.5389 -18.1323 -11.3938
O -23.9495 -14.3043 -2.5417
H -28.3932 -19.5704 -6.8535
H -26.4142 -19.0502 -3.0447
C -26.3000 -16.0770 3.0809
N -24.1203 -17.7807 -6.2501
N -18.2632 -18.6225 -4.8144
H -20.0951 -16.3499 -1.6542
H -18.1087 -17.9893 -5.5957
H -22.1704 -13.3471 -5.0267
H -35.5122 -19.9354 -9.3601
C -28.6310 -20.5965 -7.1849
H -24.4494 -24.0883 -6.2923
H -23.7858 -13.7618 -3.3239
H -30.4992 -16.9149 -3.2434
H -24.5563 -12.6559 0.2421
C -31.9898 -14.0228 -5.0861
O -30.6733 -17.7202 -7.6532
H -25.8132 -26.6379 -3.6087
O -22.4606 -21.7065 -0.0943
H -26.7405 -17.5787 -14.2287
H -26.9006 -23.4569 -3.7457
C -28.6908 -19.5170 -10.7523
C -28.3094 -12.7123 1.3208
C -25.4551 -18.2509 -6.6617
C -16.5824 -17.5266 -3.3363
N -28.6270 -19.4472 -9.2984
H -27.7692 -23.3203 -6.1576
N -31.3036 -14.3966 -3.8603
C -29.0180 -18.9366 -0.7555
C -24.1950 -23.3383 -5.4998
H -26.7277 -14.4830 -5.4074
H -25.9879 -18.9707 2.3902
H -28.3284 -20.5749 1.5573
H -32.5969 -19.6626 -11.1892
H -24.3388 -18.9034 3.5214
C -29.6453 -16.1213 -11.3439
N -32.5222 -18.1268 -9.7796
H -32.6225 -13.1280 -4.9741
H -26.7774 -15.9448 -9.7070
C -28.4821 -23.8745 2.8106
H -28.6803 -16.3014 -1.5450
C -23.0456 -11.5664 -4.6587
C -23.9698 -21.8911 -10.4546
H -24.2222 -21.5205 2.5995
O -28.7998 -22.5003 3.0508
H -15.9073 -17.7981 -2.5176
H -27.7606 -13.4847 -1.8819
H -25.0302 -19.6672 -4.4112
O -22.2269 -13.5342 -7.5061
H -29.1381 -19.8319 -4.7615
C -24.7070 -13.5650 -1.6716
H -29.0776 -18.6711 -1.8197
O -32.2454 -17.2231 -4.2513
H -24.1150 -13.3929 -8.1143
H -21.2488 -18.4046 -2.9708
O -29.1608 -20.3260 -0.5172
C -30.6822 -13.1608 -8.4535
C -26.2949 -23.7566 -1.0468
H -24.1312 -20.3647 -8.8968
H -22.6396 -14.7756 -0.5189
H -33.6188 -19.9820 -9.7664
H -19.8535 -12.9244 -5.1906
H -27.2246 -14.5159 -8.7440
H -27.4227 -10.9574 -3.5397
H -21.6279 -22.1536 -7.0798
H -23.3853 -11.8608 -7.5216
C -28.4892 -22.5881 -1.0267
C -28.0109 -25.4007 -5.2665
H -27.0190 -19.9268 4.0960
H -25.6722 -18.6981 -15.1362
O -26.8284 -12.7407 -4.2177
H -25.3461 -19.2282 -1.6292
H -20.3165 -18.4792 -0.0105
H -26.5934 -19.2911 0.6603
N -27.6067 -20.2470 2.1950
O -23.0674 -14.1497 0.1533
H -24.9819 -12.9554 -5.6987
O -28.8899 -25.1977 -4.2330
H -34.0810 -18.0071 -4.1592
C -24.1832 -19.1442 -4.0593
C -22.5910 -22.1215 -1.4505
H -22.8796 -16.8857 -2.2985
H -23.9175 -21.9369 -11.5195
H -24.0818 -11.1757 -4.4724
H -29.0463 -17.9272 -6.5643
H -24.4715 -23.7980 -8.7396
N -24.2386 -19.2886 -10.4994
H -21.4445 -23.1305 -5.4772
H -20.4287 -10.9508 -1.6297
O -26.3534 -16.1059 -7.5499
H -31.8330 -17.4665 -2.3105
H -26.7756 -15.2237 2.6672
H -21.7121 -16.2187 1.1281
O -21.9754 -15.7675 -5.5544
C -25.6728 -18.5593 -2.4423
H -28.8683 -13.2065 2.0852
H -28.4018 -22.7172 0.0351
O -35.4619 -18.1602 -10.4008
O -25.2175 -22.3365 -10.0394
H -22.6484 -11.8386 -2.6113
H -28.1750 -18.4259 -0.3585
H -24.4939 -17.7891 -13.4835
C -29.8879 -20.5711 -5.1258
C -27.4770 -14.9663 -3.3636
H -30.4692 -12.7892 -5.8670
H -19.3518 -14.9866 -3.5770
C -25.2019 -22.9392 -8.7580
H -30.1519 -21.2841 -4.3806
O -19.5676 -13.8297 -5.3052
C -24.9525 -18.3001 -12.6278
H -27.1406 -27.4758 -2.8319
H -19.9822 -16.4629 -5.3487
H -30.7768 -19.9700 -5.4486
N -28.2064 -14.3040 -2.2986
H -21.7582 -15.4389 -6.4319
H -28.8772 -16.4941 -7.5448
H -27.9379 -17.4578 -10.7385
H -20.9865 -16.5227 -3.8792
H -25.2202 -17.4947 -11.9990
H -30.6226 -15.5593 -11.3863
H -27.2965 -17.0230 1.0810
H -19.7487 -19.6373 -5.7524
C -27.7928 -11.7555 -4.2526
H -25.1535 -12.7702 -2.1828
C -32.9248 -17.7615 -8.4652
C -28.6906 -14.7360 0.0964
H -25.4583 -14.9333 -9.0026
H -28.5080 -20.9315 -2.3947
C -23.8801 -13.1099 -0.4950
H -30.0359 -16.5878 -6.1019
H -31.5107 -18.4001 -9.7733
H -28.5052 -24.5480 3.7198
H -32.1521 -16.6269 -6.7912
H -24.7740 -25.1781 -0.9781
H -19.6258 -21.7361 -4.7881
H -21.8885 -12.2716 -9.1016
H -23.4052 -21.6274 -2.0487
H -29.8179 -13.8672 -8.6153
H -19.2499 -22.8774 -2.6223
H -25.1459 -24.6628 -2.6790
H -22.6459 -19.4641 3.8370
H -22.6000 -11.1081 -5.5654
H -28.1854 -22.0936 4.8309
C -22.2958 -11.2252 -3.4240
H -26.5696 -24.0011 0.0157
H -36.6448 -19.8172 -10.6860
H -22.9712 -17.8208 -9.8308
C -19.1418 -20.8816 -4.2798
H -20.9510 -12.7474 -1.8304
H -29.4227 -27.1819 -4.2393
H -23.9997 -14.4207 -6.0116
C -34.4376 -18.6509 -11.2116
H -25.4377 -27.6259 -2.2010
C -25.9074 -17.4275 -7.8700
H -23.9936 -22.7773 0.7725
H -33.8745 -17.0824 -8.6614
H -18.6075 -21.6158 -1.5726
C -20.1793 -18.2100 -1.0958
H -34.8064 -19.5058 -11.7894
H -22.4942 -18.3122 -5.0451
C -20.3806 -11.9216 -2.2327
H -29.5326 -22.7676 -1.2748
C -29.6579 -26.2650 -3.7255
C -23.9902 -13.3134 -6.0154
C -20.8104 -16.9103 -8.4643
H -22.1891 -23.7961 -7.0235
O -24.5551 -18.0702 -3.1590
H -28.7789 -15.4714 0.9939
C -22.8324 -17.5702 2.8554
C -26.5123 -15.3683 -8.7926
C -21.0608 -16.4386 1.9531
H -31.3094 -13.0683 -9.2994
H -25.0670 -21.9914 -4.1341
C -23.4467 -21.1313 1.9616
H -19.3825 -12.1903 -2.3295
H -29.7178 -14.3087 0.0977
H -28.1029 -18.1733 -12.3787
H -25.4707 -16.4458 2.5043
H -28.7357 -12.0975 -3.9297
H -31.6946 -16.0521 -8.3586
H -33.0011 -15.1413 -2.8675
H -27.2305 -15.6955 -1.0359
H -29.0673 -21.3890 -9.1298
H -27.3452 -19.1718 -14.6569
H -22.5209 -21.4455 2.5010
C -21.5182 -18.2073 -1.8497
C -22.0947 -22.9075 -6.3826
C -36.2125 -19.2258 -9.8930
H -21.0268 -15.6463 2.6860
H -28.8898 -11.9174 0.8142
H -26.4888 -15.2535 -2.9789
H -27.9220 -24.1888 -2.3259
H -21.0373 -18.3869 -9.9664
O -26.0347 -19.1330 -13.0702
N -23.4996 -19.7152 1.8683
H -28.3757 -13.9269 -5.0502
H -22.0916 -18.9611 -1.4406
H -17.5244 -17.0569 -3.0054
C -18.7939 -19.8646 -5.3644
C -23.3659 -18.9636 3.1240
H -25.5372 -22.8523 -1.0406
O -23.2965 -22.3830 -6.0308
H -29.1613 -15.9382 -12.2545
H -17.0036 -14.7965 -4.8036
H -23.1115 -12.3892 -0.8153
H -23.2537 -22.5976 -10.1251
H -29.9613 -18.5541 -0.3126
H -22.2076 -17.4538 -7.2314
H -26.6545 -18.0442 -8.4097
O -21.3426 -17.7906 -7.4686
O -15.9385 -16.5821 -4.2244
H -23.4263 -17.1179 2.1484
O -27.7781 -13.7456 0.4669
H -26.1956 -18.3462 -5.8389
O -21.4619 -17.7155 2.4438
H -21.3120 -15.9430 -8.3172
H -19.7583 -16.9175 -8.3299
C -27.8771 -20.3896 3.5959
H -26.8918 -22.3250 3.7296
H -15.4145 -14.6088 -3.9259
H -32.8390 -18.9476 -3.2560
C -20.1505 -14.6304 -4.2210
C -26.1765 -26.9640 -2.6342
H -27.9421 -20.2113 -11.1779
H -24.9826 -22.1842 -7.9989
H -19.9986 -16.4746 1.4615
O -27.4054 -17.0331 3.1509
H -17.5026 -22.8521 -2.4199
C -29.6341 -17.1338 -6.9365
C -33.0130 -18.3899 -4.1623
H -24.9784 -17.5173 -8.5280
O -31.6157 -13.5528 -7.4360
C -18.3643 -22.2251 -2.4986
O -19.4642 -17.0093 -1.2617
C -21.1935 -17.3159 -9.8628
H -25.2656 -19.3503 -10.3455
H -16.8490 -15.0701 -2.9863
H -29.2330 -24.2687 2.1435
H -28.8660 -20.0067 3.9314
C -31.8472 -16.9429 -7.7601
H -28.0962 -15.8375 -3.6453
H -27.7187 -21.1190 -7.2597
H -29.5961 -19.9735 -11.1561
C -27.3359 -14.0496 -4.6248
C -27.6199 -17.7138 1.8740
H -30.5835 -13.8154 -3.4969
H -37.0006 -18.8412 -9.2119
C -25.5641 -24.9552 -1.6061
H -17.1890 -19.5798 -3.4085
H -27.4282 -23.9320 2.4720
O -22.5529 -17.0530 -10.1135
O -22.1096 -16.9230 -1.7330
*
```



No. 4
An isolated molecule of C3H5NO at a distorted geometry. Source: OMol25; level of theory: wB97M-V/def2-TZVPD.

The calculation puts the highest occupied orbital energy at -9.4 eV.

The geometry in ORCA input format:
```
! wB97M-V def2-TZVPD RIJCOSX def2/J DEFGRID3
* xyz 0 1
H 0.1915 -0.9303 -2.1559
O 1.3730 0.6953 0.3944
H -1.1373 -1.1462 0.0992
C 0.0909 0.4361 1.0025
H -0.3000 1.3785 1.4707
N 1.4818 -0.0107 -0.8124
C 0.3212 -0.4396 -1.1666
H 0.3151 -0.2436 1.8579
C -0.7539 -0.1804 -0.1510
H -1.5822 0.4409 -0.5387
*
```